{
  "formula": "C4H11NO",
  "method": "wB97M-V/def2-TZVPD",
  "e_tot_ev": -7854.7305,
  "max_force_ev_per_a": 4.95,
  "charge": 0,
  "symbols": ["C", "N", "C", "C", "C", "O", "H", "H", "H", "H", "H", "H", "H", "H", "H", "H", "H"],
  "positions_angstrom": [[-2.36626, 0.91637, -0.49018], [-1.85043, -0.23341, 0.23539], [-1.19008, -1.19164, -0.60822], [0.73122, 1.18060, 1.22657], [2.00783, 0.67169, 0.98850], [2.47630, -1.15704, -0.83669], [-2.73557, 0.77407, -1.53133], [-1.47570, 1.70203, -0.66397], [-3.25466, 1.26002, 0.06101], [-0.39222, -0.78814, -1.25174], [-0.75996, -1.94470, 0.00272], [-1.95715, -1.68578, -1.26233], [0.58133, 2.06294, 1.80152], [-0.06725, 0.49973, 0.93500], [2.14375, 0.10329, 0.07852], [2.86099, 1.11772, 1.53866], [3.10282, -1.67311, -1.36233]],
  "atomic_forces_ev_per_a": [[0.7, 0.6, -0.4], [0.8, 0.4, -2.2], [-1.0, 0.4, 0.6], [4.2, -2.5, -0.4], [-3.1, 3.6, 1.3], [-0.9, -0.6, -0.7], [0.6, -0.7, 0.4], [-2.0, -1.4, 0.9], [0.8, 0.6, 0.1], [0.1, 0.3, -0.3], [0.4, -0.7, 0.5], [0.4, 0.5, 0.1], [-0.6, 0.3, 0.6], [-0.7, 0.4, -0.2], [0.7, -1.2, 0.1], [-0.4, -0.3, -0.6], [0.1, 0.2, 0.1]]
}



{
  "formula": "C20H24N2O3S",
  "method": "wB97M-V/def2-TZVPD",
  "e_tot_ev": -41088.1704,
  "max_force_ev_per_a": 1.19,
  "charge": 0,
  "symbols": ["C", "C", "N", "C", "O", "C", "C", "C", "N", "S", "O", "O", "C", "C", "C", "C", "C", "C", "C", "C", "C", "C", "C", "C", "C", "C", "H", "H", "H", "H", "H", "H", "H", "H", "H", "H", "H", "H", "H", "H", "H", "H", "H", "H", "H", "H", "H", "H", "H", "H"],
  "positions_angstrom": [[1.23684, 0.40760, -4.74095], [0.15307, 0.21076, -3.68896], [0.76043, -0.15165, -2.41371], [0.22702, -1.08453, -1.59589], [-0.65764, -1.83443, -1.95132], [0.87443, -1.13183, -0.20790], [0.26848, -2.25867, 0.63663], [-1.18847, -1.94937, 0.99509], [-1.35290, -0.64718, 1.59304], [-1.41714, -0.53719, 3.24306], [-1.73793, 0.82501, 3.55718], [-2.27767, -1.58606, 3.70279], [0.23391, -0.87254, 3.87726], [1.11421, 0.17583, 4.06186], [2.39337, -0.08641, 4.52577], [2.77389, -1.39094, 4.80047], [1.87739, -2.43403, 4.62644], [0.59768, -2.17406, 4.16295], [-0.77296, 0.44232, 0.85407], [0.70515, 0.19989, 0.53814], [-0.74019, 1.41267, -3.45333], [-1.99538, 1.19359, -2.89346], [-2.82529, 2.25442, -2.58182], [-2.41215, 3.55296, -2.82982], [-1.16648, 3.78024, -3.38686], [-0.33167, 2.71757, -3.69117], [1.74960, -0.53418, -4.92007], [1.97299, 1.13922, -4.41467], [0.79258, 0.74643, -5.67276], [-0.47544, -0.64301, -3.96515], [1.46381, 0.47843, -2.06188], [1.94402, -1.32799, -0.35586], [0.29446, -3.19083, 0.07161], [0.86394, -2.38086, 1.54419], [-1.58298, -2.67376, 1.70723], [-1.79182, -1.98708, 0.08353], [0.77721, 1.18039, 3.85849], [3.08998, 0.72450, 4.67706], [3.77086, -1.59447, 5.16205], [2.17349, -3.44673, 4.85483], [-0.13094, -2.95897, 4.03526], [-0.90781, 1.33946, 1.45920], [-1.33328, 0.56276, -0.08107], [1.27542, 0.15226, 1.46903], [1.08569, 1.04010, -0.04585], [-2.31620, 0.17994, -2.70197], [-3.79550, 2.06803, -2.14619], [-3.05895, 4.38365, -2.59023], [-0.83829, 4.79049, -3.58381], [0.63718, 2.91821, -4.12253]],
  "atomic_forces_ev_per_a": [[-0.2, -0.1, 0.1], [0.0, -0.1, -0.1], [0.2, 0.1, -0.3], [0.7, 0.1, 0.4], [-0.4, -0.3, -0.1], [0.0, -0.2, 0.1], [-0.1, 0.1, -0.2], [0.0, -0.8, -0.1], [-0.3, 0.1, 1.2], [-0.2, 0.1, -0.2], [0.3, 0.0, -0.1], [0.3, -0.2, -0.1], [-0.6, 0.1, -0.2], [0.0, 0.2, 0.1], [0.0, 0.0, 0.0], [0.0, 0.0, 0.0], [0.0, 0.0, 0.0], [0.0, -0.1, 0.1], [0.4, 0.6, -0.1], [-0.1, 0.0, -0.1], [-0.1, -0.1, -0.1], [0.0, 0.0, 0.0], [0.0, 0.0, 0.0], [0.0, 0.1, 0.0], [0.0, 0.1, 0.0], [0.0, -0.1, -0.1], [0.1, 0.0, 0.0], [0.1, 0.1, 0.0], [0.0, 0.1, -0.1], [0.1, 0.2, 0.0], [-0.1, -0.1, 0.1], [-0.1, 0.0, 0.0], [0.0, 0.0, 0.1], [0.0, 0.0, -0.1], [0.0, -0.1, -0.2], [0.0, 0.0, 0.2], [0.0, 0.1, 0.0], [0.0, 0.1, 0.0], [0.1, 0.0, 0.0], [0.0, -0.1, 0.0], [0.0, -0.2, 0.0], [0.0, 0.1, -0.3], [0.0, 0.0, 0.1], [0.0, 0.0, -0.1], [0.0, 0.0, 0.1], [0.0, -0.1, 0.0], [-0.1, 0.0, 0.0], [-0.1, 0.1, 0.0], [0.0, 0.1, 0.0], [0.1, 0.0, -0.1]]
}



We obtain energy above the lowest of the compared OMol25 structures with the same formula, charge and spin values of 9.823; 1.451 eV for the records listed above, in that order.
We obtain highest occupied orbital energy values of -7.794; -9.106 eV for the records listed above, in that order.
We obtain E_LUMO values of -4.090; 0.542 eV for the records listed above, in that order.